No. 1
C4H8O2 | ωB97M-V/def2-TZVPD

HOMO energy = -9.82 eV
Orbital gap = 10.87 eV
2S+1 = 1

Cartesian coordinates (Å):
1 C 1.7477 -0.6509 0.9171
2 C 0.4860 0.0748 0.6327
3 O 0.6169 0.9464 -0.4541
4 C -0.3279 -0.3034 -0.5028
5 C -1.7687 0.1602 -0.6200
6 O -1.5643 1.3539 -1.3200
7 H 2.1825 -0.9856 -0.0309
8 H 2.4463 0.0321 1.4018
9 H 1.5310 -1.5053 1.5569
10 H -0.0581 0.4979 1.4783
11 H -0.6417 1.6053 -0.9747
12 H 0.0240 -0.9885 -1.2675
13 H -2.2615 0.3060 0.3635
14 H -2.4122 -0.5428 -1.1802


No. 2
H28O18S | ωB97M-V/def2-TZVPD

HOMO energy = -3.79 eV
Net charge = -2
Orbital gap = 8.81 eV
2S+1 = 1

Cartesian coordinates (Å):
1 S 0.0056 0.0116 -0.2007
2 O -0.2964 1.4376 -0.4957
3 O -1.1204 -0.7994 0.1953
4 O 0.6536 -0.6154 -1.3507
5 O 0.9386 -0.0314 0.9263
6 O -0.3894 -2.5324 -2.9057
7 H -0.1494 -1.8064 -2.2697
8 H 0.4066 -2.7824 -3.3157
9 O -1.2164 -2.7454 0.3203
10 H -0.9964 -1.8234 0.2443
11 H -2.1664 -3.0194 0.0373
12 O 3.0766 1.4336 1.8203
13 H 2.4116 0.8176 1.3523
14 H 3.7556 1.3666 1.0303
15 O 0.4056 2.0296 3.6323
16 H 0.0146 2.5026 2.8083
17 H 0.4166 0.9796 3.3393
18 O 0.6936 0.6856 -3.6347
19 H 0.4746 0.1306 -4.4077
20 H 0.9276 0.1516 -2.9007
21 O 3.0046 -1.6624 1.5633
22 H 3.4776 -1.1054 2.1273
23 H 2.1826 -1.2454 1.1603
24 O -1.9344 -1.2704 2.7093
25 H -1.1234 -1.0674 3.2443
26 H -2.0184 -1.1734 1.7563
27 O 0.5676 -0.6564 3.3683
28 H 1.1486 -0.4394 4.0103
29 H 0.7486 -0.4894 2.4513
30 O -2.3634 2.7416 -1.7897
31 H -1.5464 2.3476 -1.6237
32 H -3.1064 2.4076 -1.2177
33 O 1.1536 3.4556 -1.0867
34 H 1.5776 3.5826 -0.2737
35 H 0.7016 2.5246 -0.9837
36 O -3.0234 -0.7914 -0.7487
37 H -3.5534 0.0976 -0.5537
38 H -2.0354 -0.7234 -0.4227
39 O -2.1874 -1.3494 -3.2617
40 H -1.3094 -1.5314 -3.2707
41 H -2.1554 -1.3874 -2.3267
42 O -1.0474 3.0036 1.3853
43 H -0.7654 2.4556 0.6333
44 H -1.8934 2.8216 1.6803
45 O 2.7766 -2.1254 -1.1637
46 H 2.8436 -2.2074 -0.2467
47 H 2.0326 -1.6014 -1.3467


No. 3
C17H10Br2N2O2SY | ωB97M-V/def2-TZVPD

HOMO energy = -10.63 eV
Net charge = +1
Orbital gap = 6.13 eV
2S+1 = 1

Cartesian coordinates (Å):
1 Y 0.3838 0.0783 -0.4367
2 O 2.0161 0.6459 -1.5776
3 C 2.5014 0.9675 -0.4491
4 O 2.2317 0.2234 0.5433
5 C 2.9111 2.3706 -0.1922
6 C 4.1817 2.9124 -0.1773
7 C 4.3506 4.2576 0.1178
8 C 3.2507 5.0441 0.4255
9 C 1.9778 4.5030 0.4247
10 C 1.7871 3.1635 0.1072
11 S 0.1312 2.5362 0.1220
12 H 5.0254 2.2781 -0.3971
13 H 5.3410 4.6851 0.1169
14 H 3.3796 6.0861 0.6744
15 H 1.1131 5.0919 0.6845
16 Br -6.5117 -1.2346 0.1346
17 C -4.6781 -0.8226 0.0519
18 C -4.2187 0.4904 0.0333
19 C -2.8565 0.7043 -0.0729
20 N -1.9539 -0.2820 -0.1383
21 C -2.3918 -1.5599 -0.0751
22 C -3.7467 -1.8543 0.0066
23 C -1.3614 -2.6256 -0.0686
24 C -1.6921 -3.9731 0.0035
25 C -0.6829 -4.9293 0.0518
26 Br -1.1387 -6.7533 0.1227
27 C 0.6426 -4.5070 0.0449
28 C 0.8909 -3.1492 -0.0463
29 N -0.0724 -2.2254 -0.1112
30 H -4.8982 1.3248 0.0900
31 H -2.4680 1.7178 -0.1046
32 H -4.0966 -2.8711 0.0352
33 H -2.7164 -4.3011 0.0218
34 H 1.4566 -5.2109 0.1013
35 H 1.9119 -2.7805 -0.0659


No. 4
C2H4ClNO | ωB97M-V/def2-TZVPD

HOMO energy = -10.15 eV
Orbital gap = 10.57 eV
2S+1 = 1

Cartesian coordinates (Å):
1 C -0.3321 -0.8406 0.5960
2 C 0.4004 0.5826 0.6326
3 H 0.9474 -1.5056 -1.1847
4 H -0.6455 -2.5419 -0.3528
5 H 1.4992 0.5591 1.0364
6 H -0.1608 1.2964 1.5370
7 N -0.1338 -1.6266 -0.5381
8 O -1.0699 -1.1714 1.5305
9 Cl 0.4380 1.4410 -0.9932


No. 5
C3H5NO | ωB97M-V/def2-TZVPD

HOMO energy = -10.67 eV
Orbital gap = 10.50 eV
2S+1 = 1

Cartesian coordinates (Å):
1 C 0.6971 1.0049 -0.0963
2 C 0.1719 -0.3143 0.2237
3 C -1.3871 -0.3637 -0.1178
4 H 0.5665 1.1931 -1.2656
5 H 0.1673 1.8345 0.4411
6 H 1.7408 1.0973 -0.0653
7 H 0.0072 -0.6331 1.3582
8 H -0.1900 -2.1771 -0.1718
9 N -2.6092 -0.1575 -0.1044
10 O 0.8355 -1.4841 -0.2019


No. 6
C6H23NO4 | ωB97M-V/def2-TZVPD

HOMO energy = -9.03 eV
Orbital gap = 9.25 eV
2S+1 = 1

Cartesian coordinates (Å):
1 C -0.9213 -0.9174 -2.6173
2 C 0.0876 -0.6285 -1.4710
3 N -0.7649 -0.0242 -0.3917
4 C 0.3361 -0.3278 3.2460
5 C -0.5818 -0.2693 2.0431
6 C 0.1764 0.2028 0.7426
7 C 0.5348 1.6943 0.7196
8 H -1.8842 -1.4807 -2.2507
9 H -0.3023 -1.6500 -3.2655
10 H -1.1713 -0.1104 -3.1769
11 H 0.8984 0.0928 -1.6864
12 H 0.6364 -1.5586 -1.1720
13 H -1.4211 0.6421 -0.5975
14 H 0.4711 0.6135 3.9506
15 H -0.0537 -0.9551 4.1552
16 H 1.3607 -0.7493 3.1513
17 H -1.3980 0.4314 2.2416
18 H -0.8724 -1.3109 1.6565
19 H 1.1550 -0.2340 0.7251
20 H -0.2056 2.2204 1.3702
21 H 1.4345 2.0490 1.1847
22 H 0.3970 2.2019 -0.2270
23 H 2.3858 2.4540 -3.1425
24 H 2.7314 3.4675 -2.0503
25 O 2.1208 2.7294 -2.2736
26 H -1.3296 -1.9483 -0.1984
27 H -2.5253 -2.5944 0.5051
28 O -1.6657 -2.8672 0.1459
29 H -1.0763 4.1022 -0.2733
30 H -0.3161 3.4037 -1.3917
31 O -1.2344 3.7228 -1.1591
32 H 0.2604 -4.0312 0.4080
33 H 1.6990 -3.8345 0.4953
34 O 1.0386 -4.5361 0.6045